(1)
{"formula": "C24H27F3IN3O5S2", "method": "wB97M-V/def2-TZVPD", "symbols": ["C", "C", "C", "I", "C", "C", "O", "C", "N", "C", "O", "C", "C", "F", "F", "F", "C", "C", "C", "C", "S", "C", "S", "N", "C", "C", "N", "C", "C", "O", "H", "H", "H", "H", "H", "H", "H", "H", "H", "H", "H", "H", "H", "H", "H", "C", "C", "O", "C", "H", "H", "H", "H", "H", "H", "C", "C", "O", "C", "H", "H", "H", "H", "H", "H"], "coordinates": [[-0.52754, 1.99630, 2.92885], [-1.57697, 1.34284, 1.97032], [-2.03579, 2.43436, 0.97041], [-3.41764, 3.86411, 1.78039], [-2.49415, 1.75225, -0.30153], [-3.65638, 1.17070, -0.53501], [-4.65956, 1.13064, 0.43696], [-4.99742, -0.10726, 0.69478], [-5.02630, -1.17370, 1.17027], [-3.87773, 0.50143, -1.89244], [-4.90923, 0.59457, -2.50137], [-2.64436, -0.23772, -2.40150], [-2.81429, -1.56183, -3.12451], [-4.09333, -1.93030, -3.15942], [-2.38597, -1.44114, -4.39283], [-2.16045, -2.57383, -2.54590], [-1.46305, 0.33468, -2.16750], [-0.12898, -0.28973, -2.55739], [0.21484, -1.29676, -1.39393], [0.81984, -2.62558, -1.93237], [2.64677, -2.68871, -1.72536], [2.89356, -2.69187, 0.06466], [3.09158, -4.08282, 0.86554], [2.87761, -1.44959, 0.70516], [2.46720, -1.15607, 1.97902], [2.60859, 0.18078, 2.11740], [3.11941, 0.70861, 0.94284], [3.27266, -0.25784, 0.12123], [-1.48767, 1.67940, -1.44594], [-0.80028, 2.61315, -1.75941], [-0.62977, 1.66029, 3.96188], [0.48228, 1.83294, 2.54519], [-0.69626, 3.08315, 2.92199], [-2.39700, 0.86778, 2.51256], [-0.99675, 0.62472, 1.37111], [-1.13478, 2.99659, 0.70262], [-0.21865, -0.79652, -3.51417], [0.64725, 0.47131, -2.52814], [-0.70493, -1.57545, -0.86252], [0.87266, -0.85506, -0.64131], [0.40594, -3.45267, -1.34064], [0.54848, -2.81694, -2.97281], [2.08795, -1.88823, 2.67533], [2.36200, 0.74603, 3.00525], [3.64269, -0.23417, -0.89346], [3.45458, 0.10004, -6.25178], [2.09981, 0.28073, -5.61524], [1.94226, 0.16240, -4.42074], [0.94733, 0.61554, -6.52936], [4.18643, -0.13617, -5.48170], [3.42256, -0.72035, -6.97060], [3.75635, 1.02056, -6.75385], [0.80698, -0.18257, -7.26018], [1.14090, 1.55818, -7.04327], [0.03634, 0.71743, -5.94162], [1.27748, -0.84879, 7.63717], [0.73612, 0.17033, 6.66602], [1.18118, 0.27140, 5.54558], [-0.38348, 1.05717, 7.15292], [2.07421, -1.41523, 7.15895], [1.68196, -0.34689, 8.51752], [0.48549, -1.53777, 7.93504], [-0.04997, 1.64042, 8.01254], [-1.24665, 0.44989, 7.43000], [-0.67599, 1.74079, 6.35829]], "forces_ev_per_angstrom": [[-0.8, 0.3, -0.2], [1.2, 1.1, 0.3], [0.3, -0.9, -0.6], [0.2, -0.2, -0.1], [0.2, 0.8, 0.3], [0.4, -0.5, -0.6], [-0.6, -0.2, -0.8], [0.9, -1.3, 1.7], [-0.6, 1.4, -1.2], [0.1, -0.3, 0.1], [0.1, -0.1, 0.3], [-0.6, 0.4, 0.6], [-0.7, 0.8, -0.1], [-0.2, 0.0, -0.1], [0.2, -0.3, -0.2], [0.5, 0.0, 0.0], [0.7, 0.0, -0.5], [-0.6, 0.3, 2.0], [-0.4, -0.7, -0.7], [-0.1, 0.5, 1.6], [0.3, -0.1, -0.6], [-0.6, -0.5, 0.1], [0.0, 0.2, 0.0], [0.1, -0.7, -1.2], [-0.2, -0.1, 0.9], [0.0, -0.3, -0.1], [0.1, 1.6, 0.6], [-0.3, -0.6, -0.2], [-0.6, -0.5, 0.1], [0.2, -0.3, 0.2], [0.3, -0.1, -0.2], [-0.2, -0.1, 0.3], [0.1, -0.2, 0.2], [0.0, 0.0, -0.3], [-0.5, -0.3, 0.2], [-0.4, 0.2, 0.1], [0.3, 0.2, 0.1], [-0.2, 0.0, -0.7], [0.2, 0.1, -0.1], [-0.1, 0.1, -0.3], [0.2, 0.1, -0.2], [0.5, 0.1, 0.0], [0.1, -0.1, -0.3], [0.1, 0.1, -0.2], [0.0, 0.1, 0.1], [0.1, -0.1, 0.3], [0.1, 0.0, 0.1], [0.2, 0.0, -0.3], [-0.2, 0.0, 0.3], [0.0, 0.0, 0.0], [0.0, 0.1, -0.1], [0.0, -0.1, -0.2], [0.1, 0.1, -0.1], [0.0, -0.1, -0.2], [0.0, 0.0, 0.0], [0.2, -0.1, -0.2], [0.0, 0.0, -0.1], [0.0, 0.0, 0.0], [0.0, 0.1, -0.3], [0.0, 0.0, 0.0], [-0.2, -0.1, 0.1], [0.0, 0.1, 0.2], [-0.1, -0.1, 0.1], [0.0, 0.0, 0.2], [0.0, 0.0, 0.0]], "energy_ha": -2864.74548, "smiles": "CC[C@H](I)C1=C(OC#N)C(=O)C(C(F)(F)F)=C(CCCSC(=S)n2ccnc2)C1=O.CC(C)=O.CC(C)=O", "orbital_gap_ev": 7.4}

=====

(2)
{"formula": "C24H27F5LiN7O2S", "method": "wB97M-V/def2-TZVPD", "symbols": ["Li", "C", "C", "N", "N", "C", "N", "S", "C", "C", "C", "C", "C", "N", "H", "H", "H", "H", "H", "H", "H", "H", "H", "H", "C", "O", "C", "C", "C", "C", "C", "C", "N", "C", "C", "C", "C", "C", "C", "C", "O", "H", "H", "H", "H", "H", "H", "H", "H", "H", "H", "H", "H", "H", "N", "N", "H", "H", "H", "H", "F", "C", "F", "C", "F", "F", "F"], "coordinates": [[-1.25947, -0.56548, -1.18298], [0.12863, -1.72770, -5.40853], [0.39202, -0.98867, -4.08848], [-0.56620, -0.64108, -3.24684], [-1.66476, -0.15671, -3.89733], [-2.96289, -0.52303, -3.58228], [-3.82418, -0.18137, -4.54123], [-3.40123, -1.36894, -2.19991], [1.75194, -0.76394, -3.65051], [2.64903, -0.02616, -4.44809], [3.95893, 0.14738, -4.04644], [4.28711, -0.42676, -2.82414], [3.44719, -1.34957, -2.20029], [2.16647, -1.46096, -2.60085], [-0.93149, -1.67547, -5.64912], [0.40873, -2.79447, -5.34143], [0.74480, -1.34381, -6.22711], [-1.41073, 0.51666, -4.62292], [-3.73511, 0.72872, -5.00489], [-4.78731, -0.40438, -4.35732], [2.23911, 0.44127, -5.33010], [4.67427, 0.81228, -4.55661], [5.31626, -0.35785, -2.46167], [3.79536, -1.86430, -1.32007], [-0.32010, 1.30813, 5.60499], [-1.60006, 0.87879, 4.99750], [-1.52800, -0.19726, 4.16887], [-0.98062, -1.46038, 4.48939], [-1.29206, -2.56727, 3.69759], [-2.03964, -2.52976, 2.50995], [-2.54503, -1.30101, 2.16820], [-2.34239, -0.14587, 2.96052], [-3.03653, 0.97553, 2.59705], [-2.60523, 2.26715, 2.71812], [-1.67090, 2.78413, 1.84376], [-1.06323, 4.00753, 2.22498], [0.18003, 4.41700, 1.69146], [0.74431, 3.62430, 0.70764], [0.00451, 2.69760, 0.01949], [-1.04557, 2.05489, 0.68160], [-1.45753, 0.93577, 0.17468], [-0.36999, 2.37704, 5.66815], [0.52476, 1.07285, 4.93652], [-0.15931, 0.83815, 6.55861], [-0.29452, -1.60839, 5.37181], [-1.02758, -3.55801, 4.05951], [-2.19435, -3.40946, 1.93235], [-3.13755, -1.12448, 1.21981], [-3.90915, 0.79050, 2.06237], [-2.84578, 2.82024, 3.65931], [-1.48316, 4.47149, 3.11201], [0.63712, 5.30414, 2.10225], [1.79828, 3.77723, 0.59927], [0.16625, 2.24783, -0.95267], [-0.25787, -2.15198, -0.18125], [0.07478, -3.22716, -1.07341], [0.57599, -1.79376, 0.26607], [-0.82385, -2.53207, 0.59329], [0.64090, -3.91745, -0.57084], [0.77189, -2.82307, -1.78019], [1.75226, 0.42693, 0.59445], [2.29399, -0.14268, 1.72473], [2.21927, -1.51146, 1.68065], [3.77329, 0.35106, 1.94549], [4.65902, -0.28937, 1.12468], [4.08824, 0.15199, 3.20169], [3.70866, 1.68499, 1.67871]], "forces_ev_per_angstrom": [[0.5, 0.0, 0.8], [0.1, 0.9, 0.0], [-2.6, -0.5, 0.5], [2.5, 0.7, -0.2], [-1.7, -0.6, -0.6], [1.7, -0.2, 0.7], [-1.4, 1.2, -1.1], [0.4, 0.3, -0.7], [2.6, -1.1, 0.0], [-1.0, 0.1, -0.1], [-0.3, 0.6, 0.9], [1.5, -1.2, -0.2], [-0.9, 1.7, -0.7], [0.6, -0.5, 0.8], [0.1, 0.0, -0.2], [0.0, 0.5, 0.6], [-0.2, 0.1, 0.0], [-0.8, -0.6, 0.1], [0.3, -0.7, 0.1], [-0.1, 0.0, 0.2], [0.2, 0.1, -0.3], [-0.5, -0.5, 0.1], [-0.4, 0.2, 0.0], [-0.3, -0.3, 0.1], [-0.3, -0.7, -1.5], [1.6, 0.5, 0.3], [-1.6, -1.4, -1.7], [0.3, 0.4, 0.3], [0.1, -0.8, 0.0], [0.5, 1.1, 1.8], [-0.7, 1.4, -1.1], [1.5, -1.8, 1.2], [-2.8, -0.2, -0.6], [1.9, 0.9, -0.3], [-0.3, -1.4, 0.6], [2.7, 1.5, -0.2], [-4.0, -0.3, 2.9], [0.5, -0.7, -1.4], [1.0, 0.4, 0.0], [-2.9, -2.3, -1.2], [0.3, 2.3, 1.3], [-0.2, 0.5, 0.3], [-0.4, -0.1, 0.1], [-0.2, -0.1, 0.5], [-1.1, 0.3, -1.0], [0.5, 0.2, -0.1], [-0.3, -0.6, -0.3], [0.7, -0.4, 1.1], [1.2, 0.4, 0.6], [-0.1, -0.1, -1.0], [0.0, 0.4, -0.2], [0.3, -0.1, 0.0], [0.5, 0.2, -1.1], [1.1, -0.1, 0.3], [-0.6, 0.2, 0.3], [1.5, 0.0, -1.2], [0.3, 0.2, 0.2], [0.4, 0.3, -0.8], [-0.2, 0.1, 0.0], [-1.4, -0.5, 1.3], [0.4, -0.6, -1.8], [0.1, 2.6, 4.2], [0.5, -1.1, -1.3], [-5.1, -1.3, -2.2], [1.2, 0.7, 0.2], [1.4, 0.0, 0.6], [1.4, -0.2, 0.0]], "energy_ha": -2369.34178, "orbital_gap_ev": [3.3, 3.3]}

=====

(3)
{"formula": "C24H27GeN4O2Sn", "method": "wB97M-V/def2-TZVPD", "symbols": ["Sn", "C", "O", "C", "C", "C", "C", "C", "C", "N", "N", "C", "C", "O", "C", "C", "C", "C", "C", "C", "C", "C", "H", "H", "H", "H", "H", "H", "H", "H", "H", "H", "H", "H", "H", "C", "Ge", "C", "C", "C", "H", "H", "H", "H", "H", "H", "H", "H", "H", "H", "N", "C", "C", "C", "N", "H", "H", "H", "H"], "coordinates": [[-0.69242, -0.84641, -0.42630], [-2.43734, -3.63979, 1.06222], [-2.01736, -2.27042, 1.14975], [-2.66376, -1.46631, 2.07561], [-3.80009, -1.84677, 2.76573], [-4.35418, -0.96175, 3.68181], [-3.78479, 0.28355, 3.89974], [-2.64995, 0.66018, 3.20156], [-2.08561, -0.21572, 2.28767], [-0.92906, 0.08662, 1.51394], [-0.21872, 1.04529, 1.94351], [0.97057, 1.39062, 1.39551], [1.75591, 0.53787, 0.58224], [1.30997, -0.56400, 0.02791], [3.12919, 0.84295, 0.38946], [3.66234, 1.98540, 0.88927], [2.89128, 2.91839, 1.64394], [3.46184, 4.11151, 2.12520], [2.71108, 4.98924, 2.86240], [1.36712, 4.69287, 3.13162], [0.78968, 3.53604, 2.66567], [1.54427, 2.62184, 1.91496], [-2.42281, -4.08781, 2.05467], [-3.43566, -3.70316, 0.62965], [-1.71698, -4.13856, 0.42414], [-4.25293, -2.81340, 2.60662], [-5.24146, -1.25517, 4.22547], [-4.22706, 0.96604, 4.61137], [-2.18996, 1.62513, 3.35533], [3.71875, 0.15010, -0.19571], [4.70730, 2.20988, 0.71058], [4.50039, 4.32314, 1.90374], [3.14772, 5.90709, 3.23063], [0.77274, 5.38888, 3.70862], [-0.25139, 3.33025, 2.86659], [-0.09166, -1.15478, -4.36581], [-0.10332, 0.59653, -3.48515], [-0.97583, 1.91879, -4.61708], [1.73328, 1.11429, -3.08126], [-1.13259, 0.59919, -1.79750], [0.32968, -1.08084, -5.36946], [-1.10680, -1.54513, -4.44553], [0.51487, -1.86409, -3.80280], [-0.41153, 2.03645, -5.54276], [-1.02712, 2.88782, -4.12224], [-1.98790, 1.60180, -4.86695], [2.29673, 1.25263, -4.00439], [2.23082, 0.34192, -2.48876], [1.75653, 2.04760, -2.51908], [-2.21027, 0.64017, -1.99006], [1.62828, -3.09461, -0.96167], [1.96812, -4.15601, -1.70381], [0.80032, -4.71237, -2.18367], [-0.21240, -3.90070, -1.67314], [0.29893, -2.92627, -0.92199], [2.21206, -2.42299, -0.48618], [2.99909, -4.43478, -1.83936], [0.69985, -5.57262, -2.81995], [-1.27773, -3.96561, -1.82655]], "forces_ev_per_angstrom": [[0.3, 0.4, -0.3], [0.0, 0.1, 0.0], [0.0, 0.0, 0.0], [0.0, 0.0, -0.1], [0.0, 0.0, 0.0], [0.0, 0.0, 0.0], [0.0, 0.0, 0.0], [0.0, 0.0, 0.0], [0.0, 0.0, -0.1], [0.0, -0.1, 0.3], [0.1, -0.1, -0.3], [0.0, -0.1, 0.2], [0.0, 0.1, -0.1], [-0.2, -0.2, 0.1], [-0.1, 0.0, 0.0], [0.0, 0.0, 0.0], [0.0, 0.0, 0.0], [0.0, 0.0, 0.0], [0.0, 0.0, 0.0], [0.0, 0.0, 0.0], [0.0, 0.0, 0.0], [0.0, 0.0, 0.0], [0.0, 0.0, 0.0], [0.0, 0.0, 0.0], [0.0, 0.0, 0.1], [0.0, 0.0, 0.0], [0.0, 0.0, 0.0], [0.0, 0.0, 0.0], [0.0, 0.0, 0.0], [0.0, 0.0, 0.0], [0.0, 0.0, 0.0], [0.0, 0.0, 0.0], [0.0, 0.0, 0.0], [0.0, 0.0, 0.0], [0.0, 0.0, 0.0], [0.0, 0.1, -0.1], [-0.2, -0.2, 0.1], [0.0, 0.0, 0.0], [0.1, -0.1, 0.1], [-0.1, -0.1, 0.0], [0.0, 0.0, 0.0], [0.0, 0.0, 0.0], [0.0, -0.1, 0.1], [0.0, 0.0, 0.0], [0.0, 0.0, 0.0], [0.0, 0.0, 0.0], [0.0, 0.0, 0.0], [0.0, 0.0, 0.0], [0.0, 0.0, 0.0], [0.0, 0.0, 0.1], [0.1, -0.1, 0.0], [0.0, 0.0, 0.0], [0.0, 0.0, 0.0], [0.0, 0.0, -0.1], [-0.1, 0.1, 0.0], [0.0, 0.1, 0.0], [0.0, 0.0, 0.0], [0.0, 0.0, 0.0], [0.0, 0.0, 0.0]], "energy_ha": -3591.15031, "charge": 1, "orbital_gap_ev": [6.5, 6.5]}